[1]
Below is a 11-piece molecular cluster, C38H54O33 overall, with properties calculated with ωB97M-V/def2-TZVPD.

The value obtained for the electronic energy is -107851.6663 eV. Its LUMO energy is -0.5506 eV. The value obtained for the HOMO energy is -10.10 eV. The value obtained for the orbital gap is 0.35081 Eh. The value obtained for the energy relative to the best compared isomer or geometry (same formula, charge and spin) is 0.00 kcal per mole.

Cartesian coordinates (Å):
1 C 0.815 0.804 -5.368
2 C 0.486 2.317 -5.490
3 O -0.484 2.509 -4.464
4 C -0.844 1.340 -3.899
5 O -1.701 1.256 -3.084
6 O -0.119 0.312 -4.407
7 H 1.790 0.803 -4.883
8 H 0.749 0.267 -6.306
9 H 0.088 2.610 -6.457
10 H 1.360 2.898 -5.204
11 C 3.043 -3.425 1.681
12 C 3.287 -2.466 0.502
13 O 3.250 -1.169 1.093
14 C 3.053 -1.266 2.426
15 O 3.104 -0.379 3.208
16 O 2.707 -2.540 2.749
17 H 3.933 -3.995 1.945
18 H 2.189 -4.080 1.527
19 H 2.496 -2.556 -0.243
20 H 4.253 -2.570 0.013
21 C -3.812 3.151 1.402
22 C -4.079 2.829 -0.062
23 O -3.922 4.117 -0.679
24 C -3.945 5.100 0.255
25 O -3.944 6.258 -0.002
26 O -3.957 4.569 1.498
27 H -2.837 2.864 1.790
28 H -4.521 2.661 2.074
29 H -5.062 2.421 -0.273
30 H -3.253 2.232 -0.445
31 C -0.808 0.107 5.425
32 C 0.688 0.167 5.081
33 O 1.286 0.474 6.351
34 C 0.330 0.938 7.198
35 O 0.563 1.391 8.270
36 O -0.902 0.756 6.684
37 H -1.133 -0.929 5.514
38 H -1.345 0.624 4.636
39 H 0.909 0.975 4.390
40 H 1.058 -0.793 4.743
41 C -0.534 -0.034 -0.214
42 C -0.311 -1.287 0.660
43 O -0.978 -0.961 1.890
44 C -1.583 0.231 1.786
45 O -2.332 0.697 2.595
46 O -1.275 0.840 0.633
47 H -1.145 -0.274 -1.083
48 H 0.399 0.415 -0.549
49 H 0.738 -1.470 0.872
50 H -0.774 -2.172 0.233
51 C -4.174 -1.585 3.959
52 C -5.221 -0.740 3.234
53 O -5.091 0.532 3.876
54 C -4.325 0.430 4.986
55 O -4.038 1.304 5.727
56 O -3.959 -0.875 5.159
57 H -3.256 -1.661 3.375
58 H -4.532 -2.594 4.158
59 H -6.249 -1.086 3.332
60 H -4.987 -0.590 2.181
61 C -0.715 3.680 -1.062
62 C 0.483 4.421 -0.548
63 C 1.268 5.108 -1.708
64 O 1.398 6.455 -1.282
65 C 0.674 6.680 -0.178
66 O 0.569 7.726 0.372
67 O 0.099 5.533 0.269
68 H -0.342 2.931 -1.759
69 H -1.454 4.304 -1.565
70 H -1.246 3.183 -0.250
71 H 1.189 3.749 -0.057
72 H 0.704 5.024 -2.637
73 H 2.253 4.661 -1.819
74 C 1.256 -2.991 -5.603
75 C 0.419 -3.381 -4.420
76 C 0.623 -2.591 -3.121
77 O -0.685 -2.325 -2.663
78 C -1.599 -2.690 -3.608
79 O -2.767 -2.554 -3.465
80 O -0.982 -3.218 -4.679
81 H 1.107 -1.962 -5.936
82 H 1.056 -3.648 -6.450
83 H 2.328 -3.077 -5.404
84 H 0.585 -4.452 -4.263
85 H 1.158 -1.657 -3.308
86 H 1.184 -3.207 -2.417
87 C -0.719 3.542 4.110
88 C 0.257 3.803 2.974
89 C 1.512 4.574 3.392
90 O 2.588 3.787 2.862
91 C 2.102 2.695 2.233
92 O 2.735 2.035 1.470
93 O 0.782 2.559 2.469
94 H -1.607 2.997 3.785
95 H -1.071 4.499 4.495
96 H -0.246 2.933 4.883
97 H -0.338 4.241 2.174
98 H 1.596 4.637 4.474
99 H 1.531 5.546 2.903
100 C 4.828 -2.040 -3.111
101 C 4.713 -0.606 -2.670
102 C 4.804 0.452 -3.778
103 O 3.810 1.399 -3.417
104 C 3.009 0.877 -2.451
105 O 2.061 1.446 -2.025
106 O 3.401 -0.361 -2.114
107 H 3.979 -2.298 -3.753
108 H 4.687 -2.724 -2.271
109 H 5.790 -2.242 -3.574
110 H 5.432 -0.407 -1.872
111 H 4.607 0.025 -4.763
112 H 5.808 0.873 -3.768
113 C -2.209 -8.070 -0.562
114 C -0.991 -7.225 -0.878
115 C -1.211 -6.058 -1.849
116 O -0.539 -4.968 -1.213
117 C -0.117 -5.315 0.014
118 O 0.475 -4.602 0.759
119 O -0.414 -6.607 0.279
120 H -1.976 -8.837 0.169
121 H -2.547 -8.501 -1.507
122 H -3.039 -7.438 -0.237
123 H -0.227 -7.913 -1.256
124 H -2.252 -5.797 -2.029
125 H -0.713 -6.312 -2.784

Atomic partial charges in e from the Löwdin method, atoms 1 to 99: -0.098 -0.083 0.060 -0.564 0.173 0.044 0.107 0.123 0.130 0.129 -0.101 -0.117 0.045 -0.562 0.180 0.058 0.130 0.087 0.107 0.114 -0.118 -0.090 0.035 -0.575 0.164 0.071 0.092 0.128 0.131 0.107 -0.119 -0.102 0.063 -0.578 0.157 0.070 0.133 0.091 0.104 0.120 -0.073 -0.057 0.079 -0.551 0.132 0.054 0.112 0.118 0.110 0.119 -0.131 -0.107 0.039 -0.572 0.184 0.050 0.111 0.129 0.127 0.124 0.000 -0.287 -0.072 0.080 -0.561 0.170 0.067 0.068 0.108 0.070 0.138 0.128 0.130 -0.010 -0.306 -0.100 0.043 -0.560 0.178 0.097 0.070 0.093 0.081 0.144 0.116 0.124 0.007 -0.290 -0.052 0.073 -0.578 0.149 0.059 0.072 0.105 0.084 0.133 0.136 0.134

[2]
Below is C38H55As2N4O5PPtTe as an isolated structure, with properties calculated with ωB97M-V/def2-TZVPD.

The charge is +2. The value obtained for the electronic energy is -197985.6605 eV. As for the spin multiplicity: 5. Its LUMO energy (alpha / beta) is -5.0477 / -8.1175 eV. The value obtained for the HOMO energy (alpha / beta) is -12.60 / -13.19 eV. The value obtained for the orbital gap (alpha / beta) is 0.27754 / 0.18653 Eh. As for the expectation value of S²: 6.02. The value obtained for the energy relative to the best compared isomer or geometry (same formula, charge and spin) is 41.72 kcal per mole.

Cartesian coordinates (Å):
1 Pt 0.754 0.345 0.241
2 C 4.646 0.225 -0.017
3 As 3.030 -0.144 1.040
4 C 3.458 -1.881 1.830
5 C 3.225 1.104 2.521
6 C 4.159 0.824 3.513
7 C 4.331 1.679 4.589
8 C 3.555 2.821 4.687
9 C 2.612 3.096 3.710
10 C 2.441 2.252 2.619
11 As 1.120 2.687 1.255
12 C 1.995 4.231 0.390
13 C -0.313 3.553 2.267
14 H 5.538 0.101 0.604
15 H 4.626 1.245 -0.409
16 H 4.692 -0.469 -0.858
17 H 4.487 -1.906 2.201
18 H 3.336 -2.677 1.094
19 H 2.771 -2.072 2.655
20 H 4.766 -0.070 3.435
21 H 5.064 1.446 5.344
22 H 3.688 3.494 5.520
23 H 1.997 3.984 3.798
24 H 1.944 5.101 1.045
25 H 1.498 4.469 -0.551
26 H 3.039 3.988 0.189
27 H -0.038 4.575 2.537
28 H -0.518 2.968 3.165
29 H -1.219 3.569 1.660
30 O 0.423 0.010 2.622
31 C -0.539 -0.462 3.224
32 C -1.616 -1.256 2.722
33 C -2.537 -1.739 3.664
34 C -3.571 -2.562 3.295
35 C -3.742 -2.925 1.951
36 C -2.870 -2.464 1.009
37 C -1.776 -1.608 1.336
38 O -0.996 -1.234 0.392
39 N -4.463 -3.086 4.314
40 O -4.189 -2.816 5.459
41 O -5.397 -3.753 3.942
42 H -0.594 -0.281 4.311
43 H -2.419 -1.484 4.707
44 H -4.559 -3.582 1.690
45 H -2.975 -2.759 -0.025
46 C 3.263 -8.419 0.140
47 C 2.745 -7.036 -0.037
48 C 3.348 -6.133 -0.909
49 C 2.843 -4.865 -1.122
50 C 3.585 -3.927 -2.019
51 C 1.667 -4.480 -0.450
52 Te 0.673 -2.658 -0.966
53 C 1.088 -5.344 0.496
54 C -0.105 -4.978 1.322
55 C 1.634 -6.601 0.679
56 H 4.168 -8.584 -0.436
57 H 2.506 -9.139 -0.178
58 H 3.469 -8.625 1.191
59 H 4.243 -6.433 -1.433
60 H 4.228 -4.471 -2.705
61 H 4.212 -3.264 -1.419
62 H 2.897 -3.312 -2.600
63 H -0.374 -3.927 1.212
64 H 0.100 -5.175 2.374
65 H -0.959 -5.587 1.033
66 H 1.171 -7.261 1.398
67 O -1.212 1.570 -0.437
68 P -1.797 2.152 -1.676
69 N -2.564 3.624 -1.454
70 C -3.495 3.624 -0.326
71 C -3.938 5.076 -0.236
72 C -2.672 5.858 -0.606
73 C -1.789 4.862 -1.382
74 N -3.012 1.224 -2.315
75 C -4.084 1.700 -3.174
76 C -4.374 0.504 -4.074
77 C -4.200 -0.663 -3.102
78 C -3.002 -0.233 -2.253
79 N -0.572 2.385 -2.794
80 C -0.775 2.783 -4.179
81 C 0.624 3.190 -4.630
82 C 1.498 2.155 -3.919
83 C 0.808 1.999 -2.563
84 H -2.985 3.319 0.597
85 H -4.309 2.925 -0.512
86 H -4.297 5.329 0.758
87 H -4.734 5.267 -0.953
88 H -2.152 6.200 0.288
89 H -2.906 6.730 -1.212
90 H -0.837 4.701 -0.852
91 H -1.567 5.206 -2.395
92 H -3.789 2.601 -3.712
93 H -4.966 1.933 -2.563
94 H -3.645 0.448 -4.884
95 H -5.369 0.547 -4.508
96 H -4.031 -1.610 -3.605
97 H -5.084 -0.765 -2.473
98 H -2.057 -0.626 -2.654
99 H -3.080 -0.555 -1.212
100 H -1.509 3.587 -4.226
101 H -1.138 1.942 -4.782
102 H 0.854 4.192 -4.269
103 H 0.740 3.174 -5.710
104 H 2.530 2.478 -3.818
105 H 1.489 1.214 -4.467
106 H 1.256 2.667 -1.819
107 H 0.880 0.964 -2.152

Atomic partial charges in e from the Löwdin method, atoms 1 to 99: 0.663 -0.236 1.053 -0.242 -0.414 -0.091 -0.046 -0.044 -0.088 -0.417 1.151 -0.235 -0.225 0.048 0.033 0.025 0.044 0.003 0.045 0.099 0.119 0.120 0.105 0.044 0.008 0.038 0.045 0.043 0.001 -0.122 -0.156 -0.102 0.066 -0.131 0.041 -0.001 -0.380 -0.418 -0.366 0.098 0.109 0.150 0.133 0.133 0.119 -0.021 -0.224 0.014 -0.320 -0.069 -0.453 1.470 -0.307 -0.050 0.008 0.086 0.102 0.098 0.129 0.094 0.082 0.036 0.014 0.102 0.105 0.137 -0.392 0.587 -0.188 -0.207 -0.147 -0.142 -0.185 -0.193 -0.198 -0.154 -0.154 -0.188 -0.185 -0.190 -0.147 -0.146 -0.229 0.095 0.114 0.116 0.117 0.106 0.113 0.091 0.112 0.110 0.119 0.113 0.119 0.113 0.118 0.112 0.094

Q: Which formula does entry 2 have?
A: C38H55As2N4O5PPtTe

Q: What is the energy relative to the best compared isomer or geometry (same formula, charge and spin) in the second record?
A: 41.72 kcal per mole